Here is 2 unconnected molecules or ions with the total composition C15H18O at a distorted geometry from the OMol25 dataset. Energies are from ωB97M-V/def2-TZVPD.

Last column: natural (NBO) charge in e.
Geometry (Å):
C -2.258 -2.609 -1.872  -0.599
C -3.251 -2.520 -0.721  -0.438
C -2.706 -1.703 0.419  0.042
C -1.704 -2.240 1.216  -0.214
C -1.057 -1.473 2.183  -0.263
C -1.380 -0.135 2.307  0.290
O -0.733 0.632 3.241  -0.684
C -2.481 0.371 1.622  -0.281
C -3.112 -0.388 0.648  -0.223
H -2.210 -1.645 -2.384  0.206
H -2.560 -3.287 -2.680  0.208
H -1.281 -2.938 -1.543  0.206
H -4.209 -2.124 -1.058  0.204
H -3.517 -3.513 -0.430  0.206
H -1.463 -3.293 1.185  0.209
H -0.385 -1.969 2.867  0.226
H -0.629 1.538 2.951  0.482
H -2.826 1.375 1.832  0.212
H -3.972 0.018 0.138  0.212
C 3.987 3.566 -0.414  -0.631
C 3.205 2.300 -0.590  -0.029
C 3.636 1.229 -1.357  -0.208
C 2.878 0.067 -1.467  -0.203
C 1.627 -0.014 -0.864  -0.222
C 1.159 1.065 -0.130  -0.206
C 1.931 2.216 -0.020  -0.202
H 3.748 4.317 -1.171  0.221
H 5.071 3.466 -0.540  0.217
H 3.842 3.985 0.581  0.217
H 4.570 1.216 -1.906  0.208
H 3.209 -0.748 -2.099  0.211
H 1.099 -0.952 -0.788  0.216
H 0.176 1.141 0.253  0.209
H 1.597 3.049 0.591  0.199

Energy relative to the best compared isomer or geometry (same formula, charge and spin) = 8.9 kcal per mole
Structure (SMILES) = CCc1ccc(O)cc1.Cc1ccccc1
Orbital gap = 9.321 eV
LUMO level = 0.0285 hartree
Largest force on an atom = 1.4 eV/A

Here is a single C15H18O5 molecule at a distorted geometry from the OMol25 dataset. Energies are from ωB97M-V/def2-TZVPD.

Last column: natural (NBO) charge in e.
Geometry (Å):
C -0.323 -4.089 -0.306  -0.251
O -0.331 -2.697 -0.518  -0.491
C 0.790 -1.983 -0.272  0.338
C 2.001 -2.550 0.147  -0.317
C 3.104 -1.760 0.366  -0.139
C 3.042 -0.378 0.176  -0.182
C 4.145 0.507 0.385  -0.096
C 3.998 1.832 0.192  -0.343
C 2.728 2.398 -0.228  0.737
O 2.511 3.572 -0.406  -0.567
O 1.697 1.522 -0.433  -0.470
C 1.823 0.186 -0.240  0.332
C 0.697 -0.601 -0.472  -0.018
C -0.594 0.041 -0.886  -0.474
C -1.238 0.769 0.304  0.085
O -1.232 -0.136 1.400  -0.740
C -2.702 1.189 -0.002  0.231
C -3.256 2.017 1.172  -0.632
C -2.796 2.010 -1.287  -0.627
O -3.472 0.014 -0.168  -0.732
H 0.395 -4.593 -0.960  0.178
H -0.104 -4.335 0.738  0.180
H -1.329 -4.426 -0.551  0.205
H 2.080 -3.613 0.305  0.222
H 4.033 -2.203 0.690  0.214
H 5.090 0.087 0.700  0.219
H 4.801 2.537 0.338  0.236
H -0.399 0.769 -1.671  0.236
H -1.279 -0.726 -1.245  0.247
H -0.644 1.660 0.545  0.182
H -1.453 0.351 2.201  0.477
H -2.657 2.912 1.321  0.209
H -4.279 2.309 0.951  0.222
H -3.271 1.435 2.092  0.196
H -2.599 1.381 -2.149  0.221
H -2.084 2.830 -1.264  0.215
H -3.800 2.412 -1.387  0.217
H -3.094 -0.653 0.424  0.480

Energy relative to the best compared isomer or geometry (same formula, charge and spin) = 0.0 kcal per mole
Structure (SMILES) = COc1ccc2ccc(=O)oc2c1C[C@H](O)C(C)(C)O
Orbital gap = 8.577 eV
LUMO level = 0.0064 hartree
Largest force on an atom = 1.2 eV/A

Here is 3 unconnected molecules or ions with the total composition C15H19Br3F5NO11S2 at a distorted geometry from the OMol25 dataset. Energies are from ωB97M-V/def2-TZVPD.

Last column: natural (NBO) charge in e.
Geometry (Å):
N 6.416 -1.260 -1.206  -0.827
C 5.843 -0.902 -2.511  -0.241
C 5.001 0.398 -2.461  0.060
O 5.420 1.327 -3.444  -0.704
C 3.499 0.079 -2.564  -0.457
C 2.493 1.028 -1.925  0.205
C 1.121 0.641 -2.609  -0.442
C 0.683 -0.830 -2.396  -0.466
C -0.613 -1.111 -1.652  0.255
F -0.888 -2.434 -1.903  -0.347
Br -0.443 -1.016 0.272  0.078
C -1.823 -0.268 -2.181  0.603
F -1.981 0.826 -1.402  -0.318
F -1.625 0.126 -3.449  -0.319
Br -3.492 -1.262 -2.004  0.031
O 2.225 0.854 -0.507  -0.694
S 1.542 2.172 0.087  2.533
O 0.157 2.026 0.353  -0.892
O 2.305 2.709 1.149  -0.868
O 1.590 3.069 -1.300  -0.695
C 2.634 2.537 -2.076  0.084
S 2.548 3.247 -3.738  0.089
Br 4.273 3.333 -1.233  0.033
H 7.218 -0.684 -1.006  0.361
H 5.731 -1.160 -0.472  0.351
H 5.237 -1.757 -2.808  0.179
H 6.677 -0.777 -3.191  0.211
H 5.223 0.849 -1.502  0.203
H 5.120 1.028 -4.305  0.455
H 3.381 -0.921 -2.162  0.243
H 3.272 -0.008 -3.624  0.219
H 1.295 0.756 -3.672  0.222
H 0.333 1.344 -2.362  0.250
H 1.439 -1.453 -1.934  0.237
H 0.508 -1.243 -3.387  0.241
H 3.051 2.252 -4.474  0.126
O -7.114 -3.834 3.405  -0.556
C -6.487 -3.029 2.809  0.966
O -6.806 -1.720 2.699  -0.478
C -5.729 -1.057 2.022  -0.135
C -5.086 -2.196 1.271  0.446
F -3.746 -2.023 1.146  -0.331
O -5.333 -3.300 2.122  -0.501
H -5.057 -0.615 2.750  0.223
H -6.104 -0.272 1.370  0.207
H -5.515 -2.394 0.286  0.146
O -5.201 0.777 4.098  -0.572
C -4.164 0.769 4.672  0.973
O -3.072 1.465 4.286  -0.475
C -2.069 1.310 5.296  -0.131
C -2.495 0.020 5.959  0.445
F -2.198 0.004 7.279  -0.321
O -3.905 0.049 5.796  -0.486
H -2.113 2.152 5.987  0.206
H -1.077 1.260 4.854  0.215
H -2.098 -0.883 5.493  0.157

Energy relative to the best compared isomer or geometry (same formula, charge and spin) = 13.9 kcal per mole
Structure (SMILES) = NC[C@@H](O)C[C@@]1(CC[C@@](F)(Br)C(F)(F)Br)OS(=O)(=O)O[C@@]1(S)Br.O=C1OC[C@@H](F)O1.O=C1OC[C@@H](F)O1
Orbital gap = 9.480 eV
LUMO level = -0.0095 hartree
Largest force on an atom = 2.8 eV/A

Here is a molecular structure, C15H19Cl27F4NO5PS at a distorted geometry from the OMol25 dataset. Energies are from ωB97M-V/def2-TZVPD.

Last column: Mulliken charge in e.
Geometry (Å):
N -1.895 1.652 -1.343  -0.784
P -1.458 2.075 0.089  0.836
O -2.024 3.498 0.497  -0.491
O -2.011 1.024 1.194  -0.550
C 0.381 2.120 0.119  0.079
C 1.016 1.071 1.040  -1.327
C 2.476 0.914 0.656  -0.332
C 3.165 -0.337 1.257  1.164
F 3.436 -1.183 0.261  -0.434
F 4.319 0.027 1.823  -0.280
C 2.349 -1.068 2.352  0.178
F 3.228 -1.724 3.143  -0.252
F 1.579 -2.007 1.776  -0.287
O 3.219 2.064 1.068  -0.391
S 2.730 3.405 0.334  1.184
O 2.911 3.267 -1.075  -0.623
O 3.400 4.517 0.898  -0.667
C 0.944 3.487 0.567  -0.996
H -2.451 0.810 -1.309  0.199
H -2.386 3.881 -0.320  0.195
H -1.797 0.155 0.835  0.376
H 0.721 1.952 -0.893  0.557
H 0.465 0.142 1.049  0.452
H 1.002 1.494 2.039  0.418
H 2.533 0.815 -0.422  0.608
H 1.795 -0.411 3.010  0.359
H 0.545 4.265 -0.059  0.455
H 0.779 3.664 1.620  0.410
C -3.611 -6.597 -0.150  0.009
Cl -3.618 -4.851 -0.389  -0.086
Cl -3.269 -6.966 1.540  -0.120
Cl -5.137 -7.316 -0.666  -0.125
H -2.818 -7.015 -0.753  0.303
C 5.336 -2.688 0.916  1.220
Cl 6.954 -1.992 0.938  -0.112
Cl 5.327 -4.206 0.013  -0.167
Cl 4.736 -2.944 2.558  -0.130
H 4.672 -1.994 0.417  -0.829
C 0.976 -5.913 4.377  0.030
Cl 0.799 -6.964 5.783  -0.125
Cl -0.520 -5.842 3.448  -0.079
Cl 1.482 -4.293 4.862  -0.103
H 1.745 -6.328 3.740  0.284
C -5.026 6.500 -0.673  -0.010
Cl -3.664 5.481 -1.164  -0.152
Cl -6.604 5.752 -0.916  -0.095
Cl -4.827 6.974 1.014  -0.127
H -5.000 7.391 -1.285  0.345
C -6.657 2.069 -3.397  -0.058
Cl -5.584 0.826 -4.030  -0.079
Cl -8.342 1.574 -3.582  -0.132
Cl -6.289 2.417 -1.703  -0.037
H -6.508 2.977 -3.966  0.312
C -8.517 1.515 1.250  0.082
Cl -9.618 0.988 -0.022  -0.102
Cl -9.191 1.165 2.843  -0.133
Cl -6.935 0.760 1.060  -0.086
H -8.391 2.586 1.165  0.231
C 7.140 -1.151 -3.011  -0.157
Cl 7.833 0.459 -3.199  -0.104
Cl 8.231 -2.198 -2.091  -0.082
Cl 5.549 -1.049 -2.250  -0.035
H 7.009 -1.579 -3.994  0.385
C -3.721 -3.712 -4.705  -0.016
Cl -4.597 -4.552 -3.424  -0.080
Cl -4.486 -2.160 -5.037  -0.083
Cl -2.029 -3.484 -4.256  -0.126
H -3.754 -4.318 -5.599  0.318
C 8.323 2.295 0.772  0.027
Cl 9.954 2.969 0.820  -0.137
Cl 8.297 0.782 -0.132  -0.005
Cl 7.699 2.060 2.408  -0.132
H 7.681 3.000 0.264  0.241

Orbital gap = 9.346 eV
LUMO level = -0.0100 hartree
Largest force on an atom = 6.4 eV/A